48
Properties=species:S:1:pos:R:3 method="wB97M-V/def2-TZVPD" homo_lumo_gap_ev=9.51 lumo_ev=0.43 homo_energy_ev=-9.08 energy_ha=-1300.6008
C -4.66 1.21 4.71
C -3.85 2.39 5.32
C -2.48 2.70 4.76
C -1.69 1.42 4.37
C -1.42 1.15 2.89
C -0.73 2.25 2.18
C 0.19 1.83 0.98
C -0.56 1.14 -0.25
C -0.67 -0.40 -0.17
C 0.66 -1.17 -0.64
C 0.75 -1.28 -2.15
C 2.06 -1.60 -2.83
S 1.80 -1.95 -4.69
C 3.12 -3.07 -4.96
N 3.53 -4.23 -4.27
N 4.72 -4.67 -4.72
N 5.07 -3.89 -5.69
C 4.13 -2.89 -5.92
C 4.28 -1.87 -6.94
O 4.98 -2.15 -7.90
O 3.50 -0.76 -6.91
H -4.48 1.22 3.73
H -5.69 1.35 4.83
H -4.30 0.27 5.13
H -4.50 3.32 5.16
H -3.70 2.17 6.38
H -1.92 3.26 5.46
H -2.62 3.21 3.85
H -2.05 0.44 4.71
H -0.73 1.46 4.89
H -2.36 0.85 2.44
H -0.73 0.26 2.84
H -1.48 3.04 1.92
H -0.13 2.71 2.97
H 0.52 2.80 0.57
H 1.05 1.23 1.27
H -1.61 1.56 -0.31
H -0.10 1.46 -1.15
H -1.08 -0.74 0.76
H -1.43 -0.68 -0.86
H 0.68 -2.13 -0.18
H 1.59 -0.64 -0.32
H 0.36 -0.30 -2.59
H 0.06 -2.04 -2.40
H 2.86 -0.91 -2.75
H 2.33 -2.54 -2.30
H 2.96 -4.63 -3.55
H 3.74 -0.17 -7.69

=====

54
Properties=species:S:1:pos:R:3 method="wB97M-V/def2-TZVPD" homo_lumo_gap_ev=9.13 lumo_ev=0.45 homo_energy_ev=-8.69 energy_ha=-1470.1173
C -27.29 -12.86 20.42
O -25.97 -13.28 20.72
C -25.72 -14.68 20.79
C -26.33 -15.51 19.69
N -25.98 -15.17 18.31
C -24.65 -15.67 17.94
C -24.11 -15.08 16.65
O -25.08 -15.08 15.65
C -24.51 -14.77 14.39
H -27.91 -12.82 21.32
H -27.74 -13.50 19.66
H -27.22 -11.85 20.02
H -26.04 -15.06 21.77
H -24.63 -14.72 20.74
H -27.42 -15.55 19.76
H -26.04 -16.55 19.89
H -25.89 -14.16 18.24
H -24.70 -16.77 17.84
H -23.89 -15.53 18.73
H -23.22 -15.67 16.40
H -23.79 -14.04 16.87
H -23.99 -13.81 14.46
H -25.28 -14.66 13.63
H -23.84 -15.56 14.05
O -28.97 -15.11 14.74
C -29.13 -16.04 14.03
O -29.45 -15.94 12.72
C -29.58 -17.24 12.15
C -29.05 -18.17 13.26
O -29.02 -17.33 14.41
H -30.62 -17.47 11.92
H -28.95 -17.31 11.27
H -28.05 -18.54 13.05
H -29.69 -19.04 13.41
O -24.60 -11.55 17.25
C -25.61 -11.85 16.70
O -25.71 -12.05 15.36
C -27.06 -12.27 15.00
C -27.77 -12.52 16.34
O -26.80 -12.06 17.30
H -27.52 -11.38 14.57
H -27.19 -13.10 14.32
H -28.07 -13.55 16.50
H -28.66 -11.91 16.48
O -28.42 -10.10 9.18
C -27.69 -9.86 10.08
O -27.48 -10.68 11.14
C -26.54 -10.06 12.03
C -26.59 -8.60 11.56
O -26.95 -8.73 10.20
H -26.87 -10.11 13.06
H -25.57 -10.53 11.86
H -25.66 -8.07 11.74
H -27.37 -8.06 12.11

=====

56
Properties=species:S:1:pos:R:3 method="wB97M-V/def2-TZVPD" homo_lumo_gap_ev="5.85 / 5.85" charge=+2 lumo_ev="-7.70 / -7.69" homo_energy_ev="-13.54 / -13.54" energy_ha=-3382.9066
Ce 0.41 0.03 -0.22
N 1.47 -2.42 0.07
C 0.41 -3.28 0.65
C 0.01 -2.75 2.01
N -0.25 -1.28 2.04
C 0.56 -0.63 3.12
C 2.04 -0.58 2.82
N 2.32 0.22 1.60
C -1.68 -0.99 2.31
C -2.56 -1.18 1.10
N -2.18 -0.18 0.07
H 1.80 -2.84 -0.80
H 2.28 -2.41 0.68
H 0.74 -4.31 0.78
H -0.44 -3.29 -0.04
H 0.79 -2.97 2.73
H -0.88 -3.28 2.36
H 0.40 -1.15 4.07
H 0.19 0.38 3.24
H 2.47 -1.58 2.70
H 2.53 -0.15 3.70
H 3.32 0.34 1.49
H 1.94 1.15 1.77
H -1.76 0.05 2.64
H -2.05 -1.62 3.13
H -3.60 -1.07 1.41
H -2.45 -2.18 0.67
H -2.27 0.74 0.50
H -2.86 -0.17 -0.69
N 2.49 0.22 -1.79
C 2.13 0.46 -3.23
C 1.35 -0.70 -3.84
C -0.14 -0.73 -3.54
N -0.44 -1.42 -2.24
H 2.95 1.07 -1.46
H 3.22 -0.49 -1.75
H 3.04 0.64 -3.80
H 1.53 1.37 -3.26
H 1.82 -1.66 -3.58
H 1.46 -0.62 -4.93
H -0.68 -1.23 -4.35
H -0.53 0.28 -3.47
H -0.15 -2.39 -2.34
H -1.45 -1.47 -2.15
Cl -2.94 5.94 -1.44
C -2.10 4.68 -0.66
C -2.08 4.61 0.74
Cl -2.89 5.78 1.67
C -1.40 3.58 1.38
Cl -1.36 3.41 3.09
C -0.71 2.64 0.61
O -0.02 1.59 1.17
C -0.75 2.70 -0.77
O -0.11 1.69 -1.45
C -1.45 3.72 -1.42
Cl -1.46 3.71 -3.13

=====

56
Properties=species:S:1:pos:R:3 method="wB97M-V/def2-TZVPD" homo_lumo_gap_ev=4.72 lumo_ev=-0.22 homo_energy_ev=-4.94 energy_ha=-2340.7600
C 3.84 2.19 -0.22
C 2.55 1.64 -0.35
N 1.95 1.09 0.72
C 2.65 0.74 1.80
C 4.01 1.09 1.91
C 4.58 1.89 0.93
C 1.68 2.13 -1.55
P -0.13 1.70 -1.39
In -1.06 0.83 0.87
P 0.35 -0.71 2.36
C 2.00 -0.11 2.86
O 3.23 -0.89 -3.66
O 2.11 -2.47 -0.84
H 4.28 2.69 -1.08
H 4.53 0.85 2.83
H 5.64 2.17 0.98
C -0.72 3.35 -1.89
C -0.56 0.61 -2.78
H 2.63 -0.97 3.13
H 1.88 0.50 3.76
H 1.94 1.59 -2.45
H 1.75 3.25 -1.78
C -0.48 -1.24 3.87
C 0.66 -2.22 1.43
H 1.41 -2.77 -1.50
H 2.68 -3.27 -0.68
H 2.64 -0.95 -2.92
H 4.03 -0.54 -3.20
H -0.98 2.38 1.62
H 0.95 -3.16 -2.53
H -0.31 3.62 -2.87
H -1.82 3.41 -1.92
H -0.40 4.10 -1.15
H -0.72 1.21 -3.68
H 0.26 -0.10 -2.93
H -1.48 0.05 -2.53
H 1.00 -3.01 2.12
H -0.27 -2.53 0.94
H 1.43 -2.06 0.65
H 0.16 -1.99 4.40
H -0.68 -0.37 4.52
H -1.43 -1.71 3.60
C -4.18 -0.91 1.37
C -3.56 -0.81 -0.01
O -2.18 -0.71 -0.06
C -3.83 -2.14 -0.84
F -5.17 -2.44 -0.91
F -3.35 -2.09 -2.11
F -3.22 -3.18 -0.20
C -4.20 0.43 -0.76
F -5.57 0.42 -0.72
F -3.78 1.59 -0.13
F -3.81 0.58 -2.05
H -3.71 -1.76 1.89
H -5.26 -1.06 1.24
H -3.98 0.04 1.91

=====

In order of appearance, energy above the lowest of the compared OMol25 structures with the same formula, charge and spin = 47.2 1.9 0.0 33.2 kcal/mol.